No. 1
Below is a structure of composition F2H4NO10PS2Tl, with properties calculated with ωB97M-V/def2-TZVPD.

XYZ file:
```
21
Properties=species:S:1:pos:R:3:forces:R:3:nbo_charge:R:1
Tl -26.1359 12.4925 26.5057 -0.1 -0.2 0.4 0.91
N -27.9807 14.5232 27.4988 -2.9 -1.0 1.4 -1.11
S -28.1601 16.0337 27.2836 2.2 7.6 -3.0 2.39
O -28.3650 16.8975 28.4460 0.0 -1.8 -1.1 -0.90
O -28.8399 16.4459 26.0596 0.7 -0.9 1.6 -0.91
F -26.6254 16.4064 26.8872 -0.1 -0.7 0.3 -0.53
S -29.5505 14.4198 28.1350 -2.9 -4.6 2.9 2.36
O -30.6834 14.8869 27.3922 1.1 1.3 -0.1 -0.88
O -29.6466 14.4598 29.5886 1.0 0.3 -2.2 -0.88
F -29.7948 12.8617 27.8157 1.1 -0.1 0.3 -0.52
P -24.8544 10.1998 28.8712 -0.4 -0.2 -0.9 2.37
O -25.6121 9.7687 30.1500 0.3 0.5 -0.9 -0.72
O -23.4103 9.6353 28.8441 -2.2 0.8 -0.5 -0.86
O -24.8152 11.7496 28.9095 0.4 -0.6 0.5 -0.82
O -25.8342 9.9104 27.6556 1.8 -0.3 1.5 -0.94
O -24.2823 14.5591 27.5219 0.0 -0.1 -0.3 -0.95
H -23.3305 14.4738 27.5773 0.2 -0.2 0.1 0.47
H -24.4773 15.3752 27.9824 -0.3 0.3 0.1 0.49
O -28.6288 10.8931 26.4009 0.3 -0.1 -0.3 -0.95
H -29.5737 10.9860 26.2794 -0.2 0.3 0.1 0.48
H -28.4976 9.9579 26.5568 0.3 -0.3 0.2 0.48
```
Forces are in eV/Å.

The calculated total energy is -63116.7132 eV. As for the orbital gap: 5.5 eV. The total charge is -1. The value obtained for the highest occupied orbital energy is -7.34 eV.

No. 2
Below is a structure of composition F2H8HfO4, with properties calculated with ωB97M-V/def2-TZVPD.

XYZ file:
```
15
Properties=species:S:1:pos:R:3:forces:R:3:nbo_charge:R:1
Hf 2.3183 1.0228 -1.0837 -4.9 -6.7 3.9 3.03
F 0.1472 0.4857 -0.1535 4.5 1.8 -1.6 -0.72
F 2.7505 -0.8742 0.3882 -0.8 5.0 -4.0 -0.55
O -0.0864 1.5224 2.5586 1.0 -0.5 0.3 -0.61
H -0.9942 1.3106 2.7762 -1.1 0.1 0.6 0.51
H 0.0376 1.1699 1.6773 -0.1 0.0 -0.8 0.46
O 0.7086 0.7042 -2.8260 2.6 0.3 2.1 -1.01
H -0.1069 1.2001 -2.8981 -1.1 0.7 0.3 0.58
H 0.8341 0.3211 -3.6942 0.5 -0.7 -1.2 0.58
O -2.1072 -1.1469 -0.5511 0.3 -0.2 0.5 -0.82
H -2.4131 -0.8222 -1.3980 -0.6 0.0 -0.4 0.49
H -1.2557 -0.7277 -0.4267 0.0 0.1 -0.2 0.43
O 0.3903 -1.5885 1.9028 1.1 0.2 0.3 -0.38
H -0.2905 -1.4971 2.5694 -1.0 -0.4 1.3 0.52
H 0.0675 -1.0801 1.1588 -0.4 0.2 -1.1 0.48
```
Forces are in eV/Å.

The calculated total energy is -15018.1484 eV. As for the orbital gap (alpha / beta): 2.9 / 2.9 eV. The total charge is +3. The value obtained for the highest occupied orbital energy (alpha / beta) is -21.41 / -21.40 eV. The spin multiplicity is 2.

No. 3
Below is an isolated molecule of F2HNOS, with properties calculated with ωB97M-V/def2-TZVPD.

XYZ file:
```
6
Properties=species:S:1:pos:R:3:forces:R:3:nbo_charge:R:1
N -0.6163 -0.0762 -0.4096 0.8 4.4 -3.4 -0.90
O -0.7091 1.8667 -2.5070 0.2 -0.1 1.9 -0.80
F 1.4081 1.1744 -1.7472 0.8 0.0 0.0 -0.45
F 0.3706 2.5927 -0.2111 -0.9 -1.5 -2.2 -0.48
S -0.0509 1.3954 -1.3311 -1.2 -3.3 3.5 2.28
H 0.2143 -0.2937 0.1480 0.4 0.4 0.1 0.34
```
Forces are in eV/Å.

For the energy above the lowest of the compared OMol25 structures with the same formula, charge and spin, the calculation gives 156.6 kJ/mol. The calculated total energy is -19820.7826 eV. As for the orbital gap: 9.9 eV. The total charge is 0. The value obtained for the highest occupied orbital energy is -10.56 eV. Its SMILES is N=S(=O)(F)F.

No. 4
Below is a structure of composition F2HNS, with properties calculated with ωB97M-V/def2-TZVPD.

XYZ file:
```
5
Properties=species:S:1:pos:R:3:forces:R:3:nbo_charge:R:1
N -1.3266 0.2664 -0.5491 1.1 0.9 -2.1 -0.42
F 1.1867 1.1023 -0.1609 -0.9 -1.3 0.6 -0.46
F 1.5399 -1.2656 -0.0972 -0.3 0.6 0.5 -0.46
S 0.5402 -0.1962 0.6084 1.7 0.3 -0.8 1.11
H -1.9403 0.0932 0.1989 -1.5 -0.5 1.8 0.23
```
Forces are in eV/Å.

For the energy above the lowest of the compared OMol25 structures with the same formula, charge and spin, the calculation gives 76.1 kJ/mol. The calculated total energy is -17771.0706 eV. As for the orbital gap (alpha / beta): 8.3 / 8.8 eV. The total charge is 0. The value obtained for the highest occupied orbital energy (alpha / beta) is -8.53 / -10.25 eV. The spin multiplicity is 3.

No. 5
Below is a structure of composition F2InNO4S2, with properties calculated with ωB97M-V/def2-TZVPD.

XYZ file:
```
10
Properties=species:S:1:pos:R:3:forces:R:3:nbo_charge:R:1
In 1.3065 4.2529 1.3397 0.1 0.4 0.1 1.00
N 0.1571 0.3998 0.4449 -2.2 -0.7 -2.3 -0.56
S 0.6074 -1.0781 0.5112 5.9 -6.9 7.7 2.27
O 1.5050 -1.4772 -0.5346 -1.0 0.7 -0.1 -0.51
O -0.3310 -2.1266 0.9870 1.1 2.8 -1.9 -0.46
F 1.5782 -0.9382 1.8054 -1.7 0.1 -2.3 -0.41
S -0.9187 0.0450 -0.8425 -5.7 6.7 -6.3 2.21
O -2.2302 -0.4416 -0.4655 2.6 -0.4 0.6 -0.55
O -0.4039 -0.2750 -2.1810 0.0 -0.4 3.6 -0.55
F -1.2704 1.6391 -1.0647 1.0 -2.4 0.8 -0.45
```
Forces are in eV/Å.

For the energy above the lowest of the compared OMol25 structures with the same formula, charge and spin, the calculation gives 100.1 kJ/mol. The calculated total energy is -41929.8349 eV. As for the orbital gap: 4.4 eV. The total charge is +2. The value obtained for the highest occupied orbital energy is -20.57 eV.

No. 6
Below is a structure of composition F2KNO4S2, with properties calculated with ωB97M-V/def2-TZVPD.

XYZ file:
```
10
Properties=species:S:1:pos:R:3:forces:R:3:nbo_charge:R:1
K 0.3287 3.2143 -2.3583 0.0 -0.5 0.4 1.00
N -0.5446 0.1988 -0.3091 1.0 6.7 4.4 -1.19
S -0.2963 -1.1998 -0.6012 2.6 -11.1 -3.3 2.43
O -1.3261 -2.2076 -0.2446 2.4 2.6 -0.6 -0.89
O 1.1638 -1.6322 -0.4904 -4.2 1.4 0.0 -0.92
F -0.4991 -1.0235 -2.2058 0.0 -0.3 0.1 -0.53
S 0.3038 0.4285 1.1485 -1.2 3.7 2.3 2.41
O 1.5787 1.1337 1.1473 -1.9 -0.7 -1.5 -0.89
O 0.0910 -0.4629 2.2202 0.3 -2.0 -0.5 -0.87
F -0.8000 1.5506 1.6934 1.1 0.2 -1.3 -0.54
```
Forces are in eV/Å.

For the energy above the lowest of the compared OMol25 structures with the same formula, charge and spin, the calculation gives 245.8 kJ/mol. The calculated total energy is -53108.4012 eV. As for the orbital gap: 7.4 eV. The total charge is 0. The value obtained for the highest occupied orbital energy is -9.46 eV.

No. 7
Below is the ion F2NO3S with charge -1, with properties calculated with ωB97M-V/def2-TZVPD.

XYZ file:
```
7
Properties=species:S:1:pos:R:3:forces:R:3:nbo_charge:R:1
N -0.8800 0.1275 -0.6247 -1.8 -2.6 0.3 0.08
O 0.6896 -0.0424 1.4957 -0.5 -0.1 -0.1 -1.00
O 1.3214 1.1217 -0.4987 0.6 1.3 -1.3 -0.99
O 1.3529 -1.3314 -0.4311 -0.9 0.4 -0.7 -0.97
F -1.4758 1.1344 0.0282 0.4 1.7 0.4 -0.22
F -1.8217 -0.9290 -0.0254 1.9 0.4 -1.0 -0.34
S 0.8136 -0.0809 0.0559 0.4 -1.1 2.5 2.44
```
Forces are in eV/Å.

For the energy above the lowest of the compared OMol25 structures with the same formula, charge and spin, the calculation gives 44.4 kJ/mol. The calculated total energy is -23900.9319 eV. As for the orbital gap: 10.0 eV. The total charge is -1. The value obtained for the highest occupied orbital energy is -5.73 eV. Its SMILES is O=S(=O)([O-])N(F)F.

No. 8
Below is a cluster of 2 separate species, F2OS in total, with properties calculated with ωB97M-V/def2-TZVPD.

XYZ file:
```
4
Properties=species:S:1:pos:R:3:forces:R:3:nbo_charge:R:1
O 0.9213 -1.2239 -0.2205 0.5 -1.4 -0.8 -0.75
F -2.5153 0.1101 -0.0784 0.9 0.0 0.1 -0.24
F 1.2004 1.2135 -0.1457 -0.9 -1.1 0.6 -0.49
S 0.3936 -0.0996 0.4445 -0.5 2.6 0.1 1.48
```
Forces are in eV/Å.

For the energy above the lowest of the compared OMol25 structures with the same formula, charge and spin, the calculation gives 249.3 kJ/mol. The calculated total energy is -18313.6697 eV. As for the orbital gap (alpha / beta): 11.5 / 6.1 eV. The total charge is 0. The value obtained for the highest occupied orbital energy (alpha / beta) is -13.81 / -10.01 eV.

No. 9
Below is a structure of composition F30Na6P5, with properties calculated with ωB97M-V/def2-TZVPD.

XYZ file:
```
41
Properties=species:S:1:pos:R:3:forces:R:3:nbo_charge:R:1
Na -4.9642 11.2528 3.8545 0.0 -0.2 0.0 0.98
Na -4.1237 6.1169 4.9345 -0.4 0.0 -0.8 0.99
Na -10.9370 7.4877 4.2994 0.4 0.0 -0.1 0.70
Na -9.3568 11.0248 2.2554 0.1 -0.2 -0.1 0.94
Na -6.4529 7.0847 0.9295 -0.1 -0.3 0.2 0.97
Na -8.1474 10.4494 7.7066 -0.1 0.1 -0.2 0.37
P -10.1096 8.0552 0.5546 0.3 -0.3 -2.3 2.60
F -8.4822 8.3902 0.6735 -0.2 0.6 0.8 -0.63
F -9.9303 8.0813 -1.0507 -0.2 0.4 0.7 -0.57
F -9.6936 6.5218 0.5813 -0.7 0.0 0.6 -0.56
F -11.6715 7.8081 0.4057 0.2 -0.3 0.4 -0.56
F -10.2860 8.0901 2.2064 0.4 0.1 -0.1 -0.64
F -10.4039 9.6943 0.5611 0.5 -0.1 0.5 -0.63
P -6.6195 4.0498 1.8984 -0.4 -1.3 1.3 2.59
F -5.4587 5.2614 2.1416 -0.3 0.3 -1.8 -0.64
F -5.7928 3.3966 3.1532 -1.0 -1.0 -0.5 -0.59
F -7.5120 4.9315 2.9630 -0.2 -0.7 -0.2 -0.60
F -7.7522 2.8747 1.7591 0.4 0.9 1.4 -0.58
F -7.3364 4.8410 0.7081 0.2 1.4 -0.4 -0.60
F -5.8276 3.2197 0.7961 1.5 0.7 0.4 -0.57
P -7.1819 13.2336 4.8374 -1.1 5.3 1.6 2.58
F -7.0252 11.8316 5.7291 0.1 1.0 -1.7 -0.60
F -5.5617 13.3875 4.3808 -0.5 -1.8 1.3 -0.61
F -7.4093 12.4802 3.4368 0.1 -1.4 -0.4 -0.61
F -7.2988 14.7052 4.1219 0.0 -0.8 -0.2 -0.58
F -8.7928 13.3413 5.0126 0.3 -1.5 0.3 -0.58
F -7.0069 14.0104 6.2748 0.7 -0.8 -1.0 -0.57
P -2.9151 7.9938 1.8774 4.3 -1.0 -3.8 2.60
F -1.3613 8.0322 2.5174 -2.1 0.5 0.0 -0.58
F -2.4770 9.2764 0.8782 -0.4 -1.7 1.1 -0.58
F -2.3432 6.7684 0.8782 -0.9 2.1 0.3 -0.57
F -4.3457 7.9881 1.0598 0.0 -0.6 0.7 -0.62
F -3.2805 6.7736 2.8740 -0.9 0.0 1.0 -0.62
F -3.5316 9.0105 2.9115 -0.3 1.0 1.3 -0.61
P -7.3073 8.5886 4.6540 0.7 -2.4 -0.2 2.60
F -8.3374 9.0037 5.8964 0.8 0.2 -1.1 -0.62
F -6.1902 9.6392 5.2103 -0.5 1.3 -1.0 -0.61
F -6.4748 7.5745 5.5769 -0.6 -1.4 0.8 -0.60
F -6.2220 8.1620 3.4560 -1.2 0.4 0.1 -0.60
F -8.3848 7.3986 4.2584 0.9 1.0 0.1 -0.59
F -8.0232 9.5652 3.5746 0.2 0.5 0.8 -0.60
```
Forces are in eV/Å.

The calculated total energy is -154504.2663 eV. As for the orbital gap (alpha / beta): 3.1 / 10.6 eV. The total charge is 0. The value obtained for the highest occupied orbital energy (alpha / beta) is -4.61 / -12.10 eV. The spin multiplicity is 2.

No. 10
Below is a structure of composition F3H12HfO6, with properties calculated with ωB97M-V/def2-TZVPD.

XYZ file:
```
22
Properties=species:S:1:pos:R:3:forces:R:3:mulliken_charge:R:1
Hf -2.1092 1.1658 -0.7214 7.5 -10.7 -2.7 1.74
F -1.3482 0.4342 -2.7599 -2.3 2.3 4.0 -0.54
F -0.0759 0.2507 -0.1586 -3.7 2.5 -0.5 0.01
F -2.5326 -1.0994 -0.6510 0.0 5.4 0.0 -0.52
O -2.2797 0.2478 1.7195 -0.4 1.1 -0.8 -0.46
H -2.4764 0.6558 2.5721 0.1 0.2 0.0 0.31
H -2.3363 -0.7073 1.8778 0.1 -0.3 -0.7 0.33
O -0.0918 -2.4913 0.5733 -0.2 0.0 0.5 -0.59
H 0.2459 -1.6060 0.4204 0.1 -0.1 -0.4 0.29
H 0.6871 -3.0546 0.5457 0.0 -0.1 -0.1 0.30
O -0.3276 2.6576 -1.4716 -1.2 0.0 0.7 -0.45
H 0.4761 2.8797 -0.9787 0.1 -0.3 0.3 0.33
H -0.2395 3.1220 -2.3156 -0.2 -0.2 -0.3 0.33
O 1.0883 -1.6388 -2.3946 0.0 0.1 0.1 -0.60
H 0.2265 -1.2122 -2.4469 -0.1 -0.1 0.0 0.29
H 1.7078 -0.9775 -2.7152 0.1 0.0 0.0 0.30
O 2.7891 0.3976 0.1010 -0.1 0.3 0.0 -0.61
H 2.9159 0.5610 1.0414 0.1 -0.1 0.1 0.35
H 1.8380 0.4661 -0.0335 0.0 -0.2 -0.1 0.23
O 0.8631 0.2502 2.7403 -0.2 0.3 0.0 -0.64
H 0.6508 0.0742 1.8189 -0.1 -0.1 -0.1 0.29
H 0.3287 -0.3756 3.2366 0.2 -0.2 0.1 0.31
```
Forces are in eV/Å.

For the energy above the lowest of the compared OMol25 structures with the same formula, charge and spin, the calculation gives 0.0 kJ/mol. The calculated total energy is -21931.1865 eV. As for the orbital gap: 4.9 eV. The total charge is +1. The value obtained for the highest occupied orbital energy is -13.08 eV.

No. 11
Below is an isolated molecule of F3H3SSi2, with properties calculated with ωB97M-V/def2-TZVPD.

XYZ file:
```
9
Properties=species:S:1:pos:R:3:forces:R:3:nbo_charge:R:1
F 1.7163 -1.3303 -1.2386 -0.3 -0.4 -0.2 -0.65
F 1.1100 -1.3574 1.2743 -0.3 -1.2 0.6 -0.65
F 2.4064 0.4216 0.3270 0.2 1.0 -0.1 -0.65
Si -0.7082 0.6473 -0.5746 0.4 -1.8 0.0 0.18
Si 1.1610 -0.4831 -0.0189 1.0 0.0 0.1 1.99
S -2.4255 0.0300 0.5991 -1.5 0.1 -0.7 0.08
H -0.3886 1.9282 -0.2792 0.4 3.0 0.7 -0.10
H -1.2318 0.4524 -1.8518 -0.7 -0.2 -1.6 -0.12
H -1.6397 -0.3086 1.7627 0.9 -0.3 1.1 -0.08
```
Forces are in eV/Å.

For the energy above the lowest of the compared OMol25 structures with the same formula, charge and spin, the calculation gives 131.4 kJ/mol. The calculated total energy is -34791.9269 eV. As for the orbital gap (alpha / beta): 4.9 / 7.5 eV. The total charge is 0. The value obtained for the highest occupied orbital energy (alpha / beta) is -5.03 / -11.86 eV. The spin multiplicity is 3.

No. 12
Below is an isolated molecule of F3H3SSi2, with properties calculated with ωB97M-V/def2-TZVPD.

XYZ file:
```
9
Properties=species:S:1:pos:R:3:forces:R:3:nbo_charge:R:1
F -0.9746 -0.9382 -1.9636 0.0 0.0 -0.2 -0.66
F -0.3431 -2.5331 -0.1469 -0.3 0.4 0.4 -0.66
F 1.4275 -1.2316 -1.1054 2.1 0.2 -0.6 -0.66
Si -0.4879 0.7698 0.8170 -2.7 -1.5 0.1 0.07
Si -0.0433 -1.0537 -0.6775 -2.1 -0.3 0.3 1.99
S 1.5152 1.3888 1.3600 1.9 1.6 2.3 0.11
H -1.0806 1.7332 -0.1530 0.8 0.3 -0.2 -0.08
H -1.6831 0.7948 1.7657 0.0 -0.2 0.0 -0.15
H 1.6699 1.0700 0.1037 0.2 -0.5 -2.1 0.04
```
Forces are in eV/Å.

For the energy above the lowest of the compared OMol25 structures with the same formula, charge and spin, the calculation gives 137.0 kJ/mol. The calculated total energy is -34791.8686 eV. As for the orbital gap (alpha / beta): 5.1 / 6.9 eV. The total charge is 0. The value obtained for the highest occupied orbital energy (alpha / beta) is -5.06 / -11.36 eV. The spin multiplicity is 3.